{"formula": "C35H51BCl2F16N4O10PS", "method": "ωB97M-V with the def2-TZVPD basis set", "largest_force_ev_per_a": 6.23, "energy_ev": -152867.267, "orbital_gap_ev": 7.26, "charge": 1, "symbols": ["H", "H", "H", "O", "H", "H", "N", "O", "B", "C", "H", "H", "F", "H", "H", "C", "H", "C", "C", "H", "O", "F", "H", "O", "H", "F", "C", "H", "C", "C", "H", "H", "F", "N", "H", "H", "F", "F", "C", "F", "C", "P", "C", "C", "F", "C", "H", "H", "O", "C", "H", "H", "H", "H", "F", "C", "O", "H", "C", "H", "C", "H", "F", "C", "H", "H", "H", "H", "S", "C", "Cl", "H", "H", "C", "N", "C", "C", "C", "H", "H", "H", "F", "C", "H", "C", "C", "H", "H", "O", "F", "H", "O", "F", "C", "C", "O", "H", "C", "C", "H", "H", "H", "Cl", "H", "F", "C", "H", "H", "C", "H", "H", "H", "N", "F", "F", "C", "H", "O", "C", "C", "C"], "coordinates": [[-1.41370, -1.60965, -5.23965], [-4.11647, 0.81669, -0.02432], [-4.97678, 2.43082, 0.09538], [-5.36890, -0.19107, -2.65076], [8.41146, 2.18110, 1.91758], [-7.61024, 2.04686, 3.03629], [2.28640, 2.35341, -0.09176], [-6.12700, 2.33313, -2.79141], [3.05791, 1.66856, -3.07710], [8.88237, 3.20064, 1.64254], [-3.63845, 3.55969, -1.54486], [-0.83079, -1.32706, -3.20294], [2.92123, -8.54809, 0.14723], [-1.91133, 1.78440, 0.32040], [-3.15695, 3.10395, -7.12349], [-0.77134, -0.19727, -2.96857], [-3.36208, -1.60047, -7.05398], [-1.64143, 2.02569, -5.62162], [-6.87416, -0.35691, 5.12887], [-1.82759, 0.27076, -2.87618], [-7.43978, 0.83487, 4.61802], [3.89781, -5.39424, 1.42669], [1.97212, -0.70674, -3.35922], [2.65177, 1.51429, -4.43716], [1.53689, 4.20246, 0.65772], [-1.21702, -7.75399, 1.30544], [-0.08302, -0.06661, -1.53167], [4.24243, 2.52158, 1.80043], [-6.82872, 1.40476, 3.45232], [-2.77876, 2.11803, -6.70392], [1.52282, 3.65852, 3.09153], [-4.10979, 1.29567, 2.45815], [0.00518, -10.28754, 1.48723], [2.61988, 0.85167, -1.90291], [3.62036, -6.88830, -0.69057], [-4.27116, 0.77224, -7.99625], [-5.99830, -0.85909, 4.23480], [-3.24111, 2.55900, 3.71915], [-0.86866, -0.83181, 0.93501], [-4.03224, 0.64087, 4.33258], [2.17196, -0.52307, -2.23151], [3.62299, -1.73980, -1.82332], [-3.27748, 2.46935, -1.41718], [-3.41853, 0.79240, -7.22632], [-5.31201, 0.77974, 6.53560], [2.14657, 2.97000, 2.40510], [4.96246, -1.25845, -3.88843], [9.10568, 3.17607, 0.51524], [1.03647, -1.01175, -1.50473], [0.12588, -7.91663, 1.34632], [3.94643, 4.84622, 0.70251], [1.61224, -5.01926, 1.67220], [-1.81466, -2.67987, 1.75410], [-0.00123, 3.39214, -1.27782], [3.24327, -7.09732, 2.60168], [3.71473, 3.32072, 2.44557], [0.63953, -6.74564, 1.95257], [6.45050, 3.74438, 0.59573], [-5.60417, 2.31780, 3.67475], [-3.08142, 2.08136, -2.47250], [6.63010, 3.97120, 1.70507], [-6.15267, -0.78514, -2.74314], [-5.70224, 2.89414, 4.89493], [-1.95005, -1.55242, 1.91105], [4.68299, 2.47900, -2.00372], [-7.03558, 0.10959, 7.24942], [-1.64993, -1.34149, 3.00336], [4.08384, 3.19057, 3.52079], [-5.83502, 1.21472, -1.83074], [4.07858, 4.77375, 1.83458], [-2.70036, -1.54998, -1.00361], [3.42193, 5.58446, 2.32314], [5.60385, 4.88847, 3.44819], [-1.91068, 2.53717, -0.54241], [4.09401, 2.75435, -2.81322], [-0.57857, 2.40810, -1.48167], [0.45938, -9.18866, 2.13627], [-4.23520, 1.66292, 3.48196], [9.89631, 3.24739, 2.17499], [2.03510, 1.91586, 2.85615], [-3.02156, -1.21226, 1.70672], [-5.70142, 3.33920, 2.76962], [5.61152, 5.07614, 2.30860], [1.36993, -5.87012, 0.18634], [-1.81345, -0.61530, -5.65788], [-1.14102, 0.67337, -5.05978], [3.50588, -2.36799, -4.28780], [-1.92016, 3.57956, -0.03857], [8.01684, 4.32221, 1.99450], [-5.68119, -1.32067, 6.94707], [6.44046, 2.98784, 2.29069], [2.97568, -3.19296, -1.12483], [0.52915, -7.97198, 0.06247], [-1.12958, -0.75492, -0.48079], [3.10390, -6.50840, 1.39132], [-7.10673, 0.98659, -1.02667], [3.30876, 2.45257, -0.10721], [1.49125, 3.07843, 0.93538], [4.37045, -2.18420, -3.53883], [-0.92349, 2.48596, -2.56251], [0.00506, -9.15996, 3.12986], [3.58218, 3.62599, -2.61378], [0.64797, -0.18895, 1.70000], [5.02502, -3.11593, -3.45675], [-7.88746, -1.24941, 5.19498], [-6.26740, -0.17374, 6.52568], [3.75356, -3.72585, -0.84757], [-6.65123, 0.65185, 2.67911], [1.64740, -6.02059, 1.23335], [0.39453, 2.78549, 1.00510], [5.91167, 6.14892, 2.06365], [3.36846, 1.80127, -5.05790], [0.28605, 1.28601, -1.08861], [4.90687, -7.78374, 0.52793], [1.78995, -9.34782, 2.29014], [-2.93171, -0.60418, -6.71997], [-1.23093, 3.03178, -5.26169], [-0.12339, 0.56665, -4.03112], [-4.47754, 1.70397, -0.65427], [1.70047, 1.55233, -0.99753], [3.62740, -7.41035, 0.27155]], "forces_ev_per_a": [[-0.84, 1.62, -0.93], [-0.59, 0.94, -1.31], [0.39, -1.19, -1.52], [-0.42, 1.67, 1.35], [0.54, 1.60, -0.30], [0.16, 0.07, 0.21], [-2.82, -1.18, -1.07], [2.43, -3.01, 1.88], [1.55, 1.72, -1.97], [0.47, -0.73, -0.37], [0.52, -1.84, -0.04], [0.07, 1.92, 0.44], [0.02, 0.18, 0.07], [0.13, 0.83, -1.40], [0.75, -1.45, 0.83], [-1.04, 0.67, 0.72], [0.57, 1.67, 0.36], [-1.33, -1.99, -0.88], [-1.04, 0.53, -1.47], [1.50, -1.22, -0.02], [1.43, -0.56, 0.35], [0.00, 0.00, -0.51], [0.20, 1.11, 1.60], [1.24, -0.39, 2.18], [-0.20, -1.76, 0.36], [0.20, -0.37, 0.31], [-1.34, -2.82, -0.84], [-0.59, 1.07, 1.14], [-0.83, -0.05, -0.28], [0.96, -4.57, 1.16], [1.08, -0.91, -1.17], [-0.20, 0.02, -0.04], [-0.17, 0.39, -0.17], [-2.58, 0.07, 0.16], [-0.11, 0.13, 0.07], [1.55, 0.36, 1.34], [0.12, -0.25, 0.42], [-0.18, 0.20, -0.13], [-1.98, -0.46, -2.73], [-0.01, 0.08, -0.12], [-0.77, -2.67, -2.03], [1.74, -0.57, 1.17], [-0.22, 0.81, 0.44], [2.23, -0.45, 2.04], [-0.19, -0.01, -0.19], [0.13, -0.30, 0.32], [-0.78, -1.54, 0.60], [-0.46, 0.15, 1.50], [0.08, 2.66, 0.42], [0.00, 1.75, -0.34], [0.25, -0.23, 1.42], [0.14, -0.22, 0.14], [-0.50, 1.60, 0.12], [-0.69, -1.75, -0.47], [0.07, -0.05, -0.36], [-0.85, 0.03, -1.10], [0.48, -1.19, -0.68], [0.33, 0.55, 1.23], [-0.87, 0.14, 0.76], [-0.37, 0.22, 1.47], [-0.27, -0.25, 1.21], [0.38, 0.75, 0.30], [0.33, -0.19, -0.20], [1.74, 0.28, 0.27], [-0.54, 0.64, -0.64], [-0.14, -0.05, -0.20], [-0.58, -0.19, -1.76], [-0.45, 0.35, -1.58], [-5.80, 2.25, -0.38], [0.87, -0.10, 1.51], [2.05, 1.10, 0.26], [0.85, -1.28, -0.80], [0.18, 0.72, -1.76], [-0.52, 0.52, -0.04], [-1.51, -1.40, 0.85], [-1.42, 2.68, 1.41], [0.10, -0.68, 0.50], [0.69, 0.12, -0.01], [-1.67, 0.37, -0.59], [-0.01, 1.51, -0.93], [1.66, -0.53, 0.19], [0.32, -0.34, -0.29], [-0.24, -0.90, -0.24], [0.17, -0.29, 0.05], [-0.43, 2.14, -0.53], [-3.08, 0.38, -3.67], [1.56, 0.12, 0.95], [0.21, -1.70, -0.79], [-0.65, -1.48, -0.79], [-0.23, -0.06, -0.36], [0.09, 1.39, -1.05], [0.49, 1.11, -1.42], [-0.23, -0.43, 0.15], [1.15, 0.28, 3.62], [-0.59, -0.20, 0.89], [4.18, -0.76, -1.52], [-0.70, -0.15, -0.08], [0.36, 1.96, 1.60], [-1.53, 0.20, -0.54], [0.87, -0.76, 1.15], [-0.11, 0.20, -0.10], [0.82, -0.15, -0.29], [-1.80, -0.80, -0.98], [-0.84, 1.44, -0.05], [0.30, 0.20, 0.45], [0.16, 0.06, 0.79], [-0.58, 0.60, -0.07], [0.22, 0.04, 0.19], [-0.52, 0.63, 0.17], [1.66, -0.06, -0.55], [-0.26, -1.57, 0.33], [-0.92, -0.01, 0.94], [2.81, 0.29, -0.40], [-0.06, 0.33, 0.17], [-0.15, 0.26, -0.04], [2.12, 3.90, 2.08], [-0.44, -1.79, -0.46], [-2.35, -0.57, -0.67], [1.12, 0.29, 0.34], [1.02, -1.09, -0.36], [0.74, -0.38, -0.39]]}



{"formula": "C9H16O", "method": "ωB97M-V with the def2-TZVPD basis set", "largest_force_ev_per_a": 2.99, "energy_ev": -11638.234, "orbital_gap_ev": 9.05, "de_lowest_kcal_mol": 29.8, "smiles": "C=C(C)C(C)=O.C=C(C)C", "symbols": ["H", "H", "H", "H", "H", "C", "C", "H", "H", "C", "O", "H", "H", "C", "H", "C", "C", "C", "C", "H", "H", "H", "H", "H", "C", "H"], "coordinates": [[-1.73424, 1.41586, 0.58717], [-0.89230, -1.54614, -2.48005], [-0.66780, 2.05440, -1.49343], [2.17114, 2.16359, -0.00641], [-1.90526, -0.35475, 0.96243], [1.60087, 1.51804, 0.64381], [-1.42002, 0.10536, -1.22766], [-0.31607, 0.60950, 2.62920], [-2.38207, -1.76664, -1.50745], [-2.02654, 0.43270, 0.22854], [0.30236, -1.80005, 0.76367], [2.96410, 0.21056, -1.17285], [1.24205, -0.02581, 3.12013], [0.31733, -0.27613, 2.60516], [-3.09358, 0.43573, 0.00884], [1.48043, 0.21872, 0.37832], [0.61148, -0.67933, 1.18459], [-0.82108, 1.07292, -1.91110], [-1.38617, -1.32692, -1.53660], [1.46899, -0.65554, -1.56363], [2.62221, -1.38327, -0.45507], [-0.46387, 0.91796, -2.91520], [-0.75409, -1.81223, -0.64491], [-0.18421, -1.09361, 3.12081], [2.18454, -0.43542, -0.77291], [1.08182, 2.00050, 1.45458]], "forces_ev_per_a": [[0.09, -0.03, 0.05], [-0.06, -0.05, -0.12], [-0.22, 0.23, 0.03], [0.21, 0.02, -0.01], [0.38, -0.09, 0.00], [-0.19, -0.23, -0.02], [0.30, 1.13, 2.75], [-0.05, 0.05, 0.05], [-0.07, -0.16, -0.09], [-0.19, -0.38, -2.59], [0.70, 1.53, 1.02], [-0.02, 0.02, 0.00], [0.09, -0.02, 0.00], [-0.41, -0.03, -0.02], [-0.29, 0.28, 0.30], [0.16, 0.16, -0.39], [0.54, -1.53, 0.26], [-0.30, -0.13, -0.08], [0.84, -1.40, 1.47], [-0.02, -0.07, -0.06], [0.02, 0.04, -0.07], [0.22, -0.16, -0.19], [-1.58, 0.79, -2.41], [0.00, 0.05, -0.06], [-0.05, -0.05, 0.02], [-0.11, 0.02, 0.18]]}